# 1
111
Properties=species:S:1:pos:R:3:mulliken_charge:R:1 method="wB97M-V/def2-TZVPD" fmax_ev_per_a=1.526 gap_ha=0.33273 molar_mass_g_mol=766.48 e_lumo_ev=0.30
C -4.25484 2.38009 -4.17044 -1.0190
C -3.33362 2.43980 -5.40559 -0.4709
C -2.93921 1.01344 -5.84518 0.1025
O -1.55455 0.84628 -6.08168 -0.4520
C -0.81593 0.68046 -4.89816 -0.3288
O 0.44196 1.31522 -4.96365 -0.4076
C 1.00727 1.43859 -6.22383 -0.3091
Cl 1.32458 -0.13649 -7.03746 -0.2182
C -0.72201 -0.82258 -4.47552 -0.2857
N -1.83603 -1.04045 -3.53414 -0.1961
C -2.50677 -2.11284 -3.67116 1.1420
C -1.95863 -3.43041 -4.13575 -1.5046
C -3.96033 -2.06698 -3.28619 -1.3123
O 0.55813 -1.17035 -4.01548 -0.4750
C 0.87096 -0.70098 -2.70392 -0.5875
C 0.60701 -1.72878 -1.58719 0.8371
C 1.86906 -2.16926 -0.81519 -1.1123
C 1.61884 -2.09577 0.69851 -0.6491
C 1.67616 -0.68756 1.28881 -0.3565
C 3.06621 -0.03245 1.27237 -0.9779
C 3.37098 0.70622 -0.05849 0.1391
C 3.68188 2.19919 0.12346 -1.1349
C 2.38520 3.02713 0.00862 -0.2946
C 1.77627 3.36308 1.38733 -0.4787
O 1.48048 4.74181 1.53965 -0.4089
C 0.15330 5.07627 1.18837 -0.7407
H -3.99081 1.55231 -3.51633 0.1648
H -4.23604 3.32242 -3.63086 0.3395
H -5.27704 2.20094 -4.49249 0.3510
H -2.45091 3.03032 -5.18760 0.3735
H -3.92552 2.90469 -6.18440 0.3458
H -3.43049 0.80353 -6.79152 0.4570
H -3.34367 0.30193 -5.13110 -0.3888
H -1.36686 1.18374 -4.10163 0.5033
H 1.98205 1.88211 -6.07890 0.3539
H 0.44368 2.08688 -6.88115 0.3419
H -0.87477 -1.39509 -5.38586 0.6347
H -2.72247 -4.19597 -4.13551 0.4954
H -1.10624 -3.75135 -3.55178 0.2724
H -1.63123 -3.34305 -5.17280 0.3133
H -4.41791 -3.04667 -3.23099 0.4886
H -4.01191 -1.53531 -2.34367 0.0605
H -4.49450 -1.45219 -4.00756 0.2990
H 1.93439 -0.47204 -2.71762 0.3527
H 0.38255 0.24927 -2.49949 0.2645
H -0.06904 -1.26177 -0.87858 -0.2382
H 0.07273 -2.56142 -2.02747 -0.1352
H 2.02662 -3.22525 -1.03107 0.4870
H 2.76125 -1.63788 -1.12620 0.4153
H 0.59781 -2.43129 0.84557 -0.0224
H 2.26659 -2.76017 1.26856 0.5161
H 0.90761 -0.04730 0.85881 0.1105
H 1.38962 -0.80490 2.33633 0.5969
H 3.78809 -0.82581 1.43208 0.3279
H 3.09905 0.68647 2.08448 0.5286
H 2.55002 0.56003 -0.74853 -0.3144
H 4.21755 0.19107 -0.51254 0.4526
H 4.16139 2.35808 1.08383 0.5340
H 4.34705 2.51348 -0.67412 0.2892
H 1.63624 2.50591 -0.58220 0.1220
H 2.62290 3.96349 -0.49180 0.4657
H 2.51444 3.11912 2.14912 0.2511
H 0.90350 2.74545 1.60610 0.2776
H -0.11461 5.99008 1.70936 0.2542
H -0.55206 4.30201 1.49211 0.3129
H 0.07712 5.22594 0.10947 0.2793
C -1.81575 -4.14075 2.87404 -1.0100
C -3.27244 -3.93095 2.51051 -0.2362
O -3.57506 -2.53724 2.27437 -0.2437
S -3.13908 -1.91213 0.87747 1.1465
C -4.08684 -0.43220 0.98917 -1.0970
O -3.65910 -2.73008 -0.17727 -0.7027
O -1.75048 -1.57700 0.92610 -0.4210
H -1.16218 -3.92850 2.02746 0.3191
H -1.65204 -5.17325 3.18198 0.4203
H -1.52312 -3.47731 3.68789 0.2283
H -3.55575 -4.53116 1.64455 0.2799
H -3.90390 -4.24287 3.34024 0.1665
H -5.14187 -0.69160 1.00077 0.3732
H -3.85151 0.16811 0.11211 0.3378
H -3.80265 0.09683 1.89490 0.3756
C 7.97481 5.89934 -1.90909 -0.9538
C 8.35569 6.02609 -0.44694 -0.3441
O 7.30081 6.60469 0.34421 -0.3200
S 6.07879 5.66256 0.75050 1.3500
C 5.38183 6.71452 1.97757 -0.9640
O 6.59370 4.48208 1.37553 -0.6689
O 5.17305 5.57371 -0.35236 -0.5838
H 7.18617 5.16088 -2.04900 0.2613
H 8.83945 5.59055 -2.49717 0.3827
H 7.60462 6.85000 -2.29277 0.2616
H 8.65016 5.06248 -0.02778 0.3281
H 9.20454 6.69926 -0.34081 0.2861
H 6.09231 6.82042 2.79263 0.3311
H 4.46731 6.23838 2.32674 0.3248
H 5.15658 7.67678 1.52582 0.3276
C -2.55304 -7.03822 8.57515 -0.9831
C -4.00808 -6.80117 8.22171 -0.3448
O -4.29923 -5.40476 8.01221 -0.2702
S -3.86459 -4.75654 6.62423 1.2819
C -4.80240 -3.27366 6.77328 -0.9475
O -4.40084 -5.54783 5.55659 -0.6648
O -2.47336 -4.43167 6.66959 -0.6153
H -1.90037 -6.81851 7.73095 0.2920
H -2.40121 -8.07903 8.86154 0.3867
H -2.24881 -6.39422 9.40009 0.2633
H -4.30410 -7.37898 7.34470 0.3240
H -4.64681 -7.11255 9.04603 0.2853
H -5.85875 -3.52697 6.78765 0.3214
H -4.57042 -2.65680 5.90720 0.3319
H -4.50860 -2.76521 7.68756 0.3501



# 2
15
Properties=species:S:1:pos:R:3:nbo_charge:R:1 method="wB97M-V/def2-TZVPD" e_above_lowest_kj_mol=114.6 fmax_ev_per_a=4.215 gap_ha=0.35103 molar_mass_g_mol=214.02 e_lumo_ev=0.50
C 1.82247 0.33533 -0.30178 -0.6667
C 0.77252 1.31264 0.00629 -0.2878
C -0.12090 1.17700 0.97097 0.2100
F -0.03273 0.12857 1.81809 -0.3485
H 2.93606 0.64520 -0.45843 0.2311
H 1.75432 -0.52429 0.35762 0.2314
H 1.77222 -0.01954 -1.43365 0.2179
H 0.66565 2.28392 -0.59874 0.2181
H -0.98669 1.85156 1.04474 0.1883
C -1.41914 -1.68649 -1.23357 -0.4129
C -1.95917 -1.42555 -0.03631 -0.3154
I -3.35172 0.18519 0.21573 0.0770
H -0.65224 -2.56461 -1.39548 0.2181
H -1.55287 -1.08912 -2.09769 0.2124
H -1.88550 -1.90082 0.93660 0.2271



# 3
66
Properties=species:S:1:pos:R:3:nbo_charge:R:1 method="wB97M-V/def2-TZVPD" e_above_lowest_kj_mol=0.0 multiplicity=5 fmax_ev_per_a=0.960 s_squared=6.073 gap_ha="0.23481 / 0.27695" charge=-1 molar_mass_g_mol=776.53 e_lumo_ev="0.84 / 1.95"
Mn 0.03786 -0.24039 0.02077 1.3584
O -0.38776 1.25237 4.02621 -1.0290
S 0.43928 1.71836 2.91417 2.4404
O 0.57728 3.14519 2.84403 -0.9538
O 0.02178 1.06310 1.66368 -1.0601
C 2.05570 1.00622 3.18669 -0.2250
C 2.32791 0.59622 4.48420 -0.2026
C 3.52897 -0.02101 4.78923 -0.2044
C 4.47002 -0.22631 3.79499 -0.2113
C 4.20725 0.17136 2.49496 -0.1759
C 3.00255 0.78574 2.17228 -0.3553
S 2.81033 1.15878 0.42058 2.4259
O 2.24448 2.45817 0.23217 -0.9306
O 4.11107 0.92551 -0.15764 -0.9692
O 1.89490 0.03944 -0.05809 -1.0080
H 1.56570 0.75756 5.23511 0.2434
H 3.72286 -0.35922 5.79948 0.2076
H 5.41220 -0.70680 4.03052 0.2079
H 4.93155 0.02370 1.70620 0.2501
O -1.01182 -1.24398 -3.93942 -0.9692
S -0.02357 -1.16928 -2.88923 2.3046
O -0.09784 -2.16274 -1.83273 -0.9418
N -0.09124 0.21296 -2.08696 -0.9969
C 0.06494 1.45936 -2.69092 0.1621
C 0.49315 1.69639 -3.98260 -0.2636
C 0.64860 3.01069 -4.46478 -0.1906
C 0.38717 4.09558 -3.68008 -0.2189
C -0.09636 3.89902 -2.36712 -0.0955
C -0.40493 4.95328 -1.47953 -0.1389
C -0.93651 4.67255 -0.25570 -0.2420
C -1.17616 3.32884 0.08734 0.0974
N -0.85551 2.32266 -0.68415 -0.4573
C -0.29859 2.58668 -1.88897 0.2146
C 1.55000 -1.34205 -3.70522 -0.2534
C 1.56251 -1.81066 -5.01237 -0.2061
C 2.77663 -1.95636 -5.66641 -0.2275
C 3.95765 -1.62041 -5.01614 -0.2050
C 3.93029 -1.14294 -3.71289 -0.1933
C 2.72184 -1.00346 -3.04640 -0.2146
H 0.71737 0.86588 -4.63457 0.2196
H 0.99005 3.15554 -5.48258 0.2058
H 0.53497 5.10412 -4.04870 0.2017
H -0.20674 5.97526 -1.78366 0.2062
H -1.15203 5.45302 0.46268 0.2178
H -1.63128 3.08658 1.04193 0.1998
H 0.62038 -2.04205 -5.49216 0.2414
H 2.80081 -2.32378 -6.68456 0.2083
H 4.90568 -1.72730 -5.53086 0.2066
H 4.84659 -0.86776 -3.20537 0.2225
H 2.69479 -0.62709 -2.03673 0.2619
Br 0.34552 -2.14845 1.38338 -0.3775
N -3.53539 0.66596 3.94126 -0.8078
C -4.39909 0.26938 2.98918 0.6578
O -5.59773 0.11868 3.18327 -0.6353
C -3.82317 0.02662 1.62175 -0.1881
C -4.67550 0.05170 0.52632 -0.0839
C -4.15497 -0.19936 -0.72883 -0.2608
C -2.79971 -0.42809 -0.86168 0.1096
N -1.97490 -0.43872 0.19001 -0.4906
C -2.48705 -0.25223 1.41198 0.1106
H -3.92035 0.83635 4.85450 0.4005
H -2.55274 0.87906 3.80792 0.4412
H -5.72644 0.25301 0.68579 0.2406
H -4.78349 -0.21557 -1.60781 0.2280
H -2.35391 -0.60922 -1.82551 0.2400
H -1.80026 -0.35085 2.24050 0.2514



# 4
27
Properties=species:S:1:pos:R:3:nbo_charge:R:1 method="wB97M-V/def2-TZVPD" e_above_lowest_kj_mol=149.3 fmax_ev_per_a=1.689 gap_ha=0.34526 molar_mass_g_mol=147.22 e_lumo_ev=0.94
C -2.11740 1.49958 0.24078 -0.2660
O -0.98997 2.35243 0.04306 -0.5158
C -0.30849 2.13291 -1.11714 0.8007
C 0.82390 3.10732 -1.23423 -0.7172
O -0.57501 1.29314 -1.95910 -0.5913
H -1.80140 0.46339 0.34088 0.1931
H -2.60044 1.78801 1.17823 0.1928
H -2.83779 1.59488 -0.57588 0.1949
H 1.64010 2.82238 -0.56713 0.2400
H 0.46695 4.11353 -0.99890 0.2347
H 1.18386 3.11333 -2.26719 0.2358
C -1.23498 -1.91493 -0.75225 -0.6406
C -0.16314 -2.20939 0.29656 -0.2300
N 0.84770 -1.14238 0.39027 -0.4465
C 0.69685 -0.32968 1.59899 -0.4144
C 2.19709 -1.71231 0.36740 -0.4101
H -1.23226 -2.68231 -1.53384 0.2080
H -1.08912 -0.95946 -1.25678 0.2493
H -2.23136 -1.90540 -0.29722 0.1962
H -0.63861 -2.39511 1.26741 0.1758
H 0.30082 -3.16092 0.00849 0.1928
H 1.24292 0.61378 1.47753 0.1963
H 1.08017 -0.83491 2.49243 0.1663
H -0.34450 -0.06624 1.79719 0.1950
H 2.41094 -2.14218 -0.61658 0.2010
H 2.95607 -0.94355 0.55165 0.1966
H 2.31722 -2.49601 1.12537 0.1626